Entry 1:
DFT (the ωB97M-V functional and the def2-TZVPD basis) results for C10H14BBaClN6O4 as an isolated structure.

Calculated values
- orbital gap (spin up / spin down) (eV) = 2.760 / 3.084
- LUMO energy (spin up / spin down) (hartree) = -0.4321 / -0.4201
- energy (a.u.) = -1528.6046

Geometry as ORCA input:
```
! RIJCOSX wB97M-V def2-TZVPD def2/J DEFGRID3
* xyz 2 1
C 0.113 -1.035 -2.961
N 0.598 -0.406 -1.863
N 1.826 0.137 -2.235
C 2.049 -0.093 -3.539
C 0.986 -0.842 -4.052
B 2.787 0.776 -1.192
N 2.128 2.012 -0.521
N 0.984 1.873 0.256
C 0.747 3.087 0.792
C 1.689 4.027 0.316
C 2.533 3.296 -0.524
Ba -0.961 -0.194 0.255
N 3.020 -0.291 -0.070
N 1.950 -0.814 0.638
C 2.453 -1.704 1.493
C 3.852 -1.777 1.355
C 4.161 -0.866 0.349
H 1.811 -2.258 2.168
H 5.105 -0.590 -0.104
H 4.527 -2.401 1.905
H 3.826 1.068 -1.704
H 3.389 3.601 -1.109
H 2.953 0.283 -4.007
H 1.742 5.069 0.555
H 0.859 -1.200 -5.055
H -0.076 3.242 1.492
H -0.811 -1.613 -2.913
H -1.604 1.001 2.724
C -2.581 1.282 2.289
H -2.818 2.296 2.624
H -2.557 1.299 1.178
H -3.367 0.600 2.631
O -3.818 -2.174 2.150
Cl -3.992 -2.083 0.710
O -4.640 -3.242 0.163
O -4.700 -0.857 0.367
O -2.614 -1.999 0.091
*
```

Mulliken population analysis, charges in e, atoms 1 to 4: number 1, C, carries -0.2967; number 2, N, carries -0.1184; number 3, N, carries -0.1139; number 4, C, carries -0.1066

***

Entry 2:
DFT (the ωB97M-V functional and the def2-TZVPD basis) results for C10H14BClCuN6O4 as an isolated structure.

Calculated values
- energy above the lowest of the compared OMol25 structures with the same formula, charge and spin (kcal per mole) = 0.00
- expectation value of S² = 0.7568
- orbital gap (spin up / spin down) (eV) = 8.450 / 8.504
- LUMO energy (spin up / spin down) (hartree) = 0.0147 / -0.0155
- energy (a.u.) = -3144.1891

Geometry as ORCA input:
```
! RIJCOSX wB97M-V def2-TZVPD def2/J DEFGRID3
* xyz 0 2
H -0.850 2.390 2.167
N -0.326 1.294 0.421
B 0.626 0.545 -1.836
N 0.349 1.622 -0.729
C 0.712 2.925 -0.679
Cu -1.112 -0.598 0.850
H 1.252 3.365 -1.506
C 0.254 3.453 0.524
H 0.392 4.452 0.898
C -0.401 2.401 1.184
H 0.984 1.060 -2.850
C -2.789 -1.067 1.787
H -3.172 -0.096 2.123
H -2.397 -1.637 2.645
H -3.534 -1.637 1.221
N -0.718 -0.221 -1.977
N 1.704 -0.423 -1.276
N -1.358 -0.828 -0.876
N 1.525 -0.775 0.008
C -1.532 -0.270 -3.054
C 2.927 -0.858 -1.638
H -1.260 0.214 -3.987
H 3.289 -0.667 -2.631
C -2.700 -0.932 -2.695
C 3.499 -1.540 -0.561
C -2.557 -1.266 -1.347
C 2.555 -1.494 0.473
H -3.559 -1.131 -3.314
H 4.465 -2.009 -0.513
H -3.268 -1.738 -0.692
H 2.579 -1.850 1.486
H 0.599 -0.563 0.402
O 0.916 -1.890 3.167
Cl 0.808 -0.440 3.217
O 0.845 0.066 4.555
O 1.820 0.183 2.378
O -0.567 -0.041 2.654
*
```

Mulliken population analysis, charges in e, atoms 1 to 4: number 1, H, carries 0.4862; number 2, N, carries -0.2316; number 3, B, carries -0.1232; number 4, N, carries 0.2361

***

Entry 3:
DFT (the ωB97M-V functional and the def2-TZVPD basis) results for C10H14BClN6O4W as an isolated structure.

Calculated values
- energy above the lowest of the compared OMol25 structures with the same formula, charge and spin (kcal per mole) = 0.00
- expectation value of S² = 2.0407
- orbital gap (spin up / spin down) (eV) = 4.742 / 5.758
- LUMO energy (spin up / spin down) (hartree) = -0.4121 / -0.3749
- energy (a.u.) = -1570.0997

Geometry as ORCA input:
```
! RIJCOSX wB97M-V def2-TZVPD def2/J DEFGRID3
* xyz 2 3
H -2.264 -0.939 -2.139
N -0.228 -0.332 -1.962
B 2.226 0.331 -2.436
N 0.799 -0.096 -2.859
C 0.346 -0.351 -4.085
W 0.124 0.024 0.006
H 1.010 -0.236 -4.917
C -0.988 -0.747 -4.023
H -1.617 -1.023 -4.825
C -1.355 -0.719 -2.657
H 2.843 0.593 -3.423
C 0.321 -1.125 3.734
H -0.331 -1.274 4.587
H 0.559 -0.053 3.689
H 1.254 -1.663 3.863
N 2.950 -0.839 -1.727
N 2.189 1.551 -1.503
N 2.420 -1.388 -0.580
N 1.335 1.621 -0.417
C 4.082 -1.483 -2.131
C 2.909 2.679 -1.565
H 4.597 -1.156 -3.011
H 3.646 2.810 -2.339
C 4.337 -2.535 -1.224
C 2.519 3.527 -0.524
C 3.265 -2.431 -0.257
C 1.500 2.842 0.181
H 5.144 -3.218 -1.282
H 2.907 4.493 -0.305
H 3.150 -3.077 0.577
H 0.920 3.126 1.023
H -0.173 -1.475 2.841
O -2.875 0.593 3.213
Cl -3.194 0.166 1.878
O -3.756 -1.157 1.869
O -4.034 1.107 1.200
O -1.749 0.073 1.051
*
```

Mulliken population analysis, charges in e, atoms 1 to 4: number 1, H, carries 0.5533; number 2, N, carries 0.0248; number 3, B, carries 0.1698; number 4, N, carries -0.1053